1.
# C14H23N2PPdS

A molecular structure, C14H23N2PPdS (the ωB97M-V functional and the def2-TZVPD basis, the Open Molecules 2025 dataset).

XYZ file:
```
42
Properties=species:S:1:pos:R:3
C -2.839 0.217 -2.746
C -2.533 -0.958 -2.065
C -1.710 -0.968 -0.899
C -1.311 0.299 -0.394
C -1.473 1.436 -1.193
C -2.290 1.427 -2.325
C -1.567 -2.329 -0.254
C -0.283 -3.241 -0.174
N 1.066 -2.904 -0.574
Pd -0.992 1.117 1.570
C -0.803 2.702 -0.749
P 0.594 2.135 0.308
H -2.943 -1.911 -2.432
H -2.487 2.381 -2.819
H -3.495 0.199 -3.617
H -1.432 3.285 -0.058
H -0.368 3.309 -1.543
H -1.979 -2.303 0.767
H -2.253 -2.982 -0.822
H -0.203 -3.539 0.881
C 1.053 3.568 1.302
C 1.918 1.994 -0.933
H -0.520 -4.164 -0.750
C 1.322 -2.101 -1.741
C 2.061 -2.844 0.480
H 0.205 1.027 2.721
H 1.809 -2.694 -2.535
H 0.389 -1.686 -2.138
H 2.009 -1.278 -1.489
H 2.843 -3.608 0.349
H 2.558 -1.859 0.515
H 1.578 -3.062 1.443
H 2.076 3.004 -1.348
H 2.850 1.638 -0.474
H 1.622 1.297 -1.730
H 1.209 4.431 0.645
H 0.265 3.767 2.036
H 1.988 3.336 1.830
H 0.678 0.978 3.694
S -0.018 -0.415 6.919
C 0.438 0.332 5.618
N 0.971 0.966 4.723
```

Output
Multiplicity: 5
Energy above the lowest of the compared OMol25 structures with the same formula, charge and spin, kJ/mol: 105.4
Expectation value of S²: 6.045
Total charge: +2
Electronic energy, Eh: -1523.319839
F_max, eV/A: 4.723

=====

2.
# C14H23N3P2PmSe

A molecular structure, C14H23N3P2PmSe (the ωB97M-V functional and the def2-TZVPD basis, the Open Molecules 2025 dataset).

XYZ file:
```
44
Properties=species:S:1:pos:R:3
Pm -0.176 0.270 -1.149
C -0.592 -3.582 -2.297
P -1.560 -2.252 -1.528
C -3.256 -2.503 -2.111
C -1.571 -2.681 0.262
C -2.382 -1.706 1.120
P -1.593 -0.061 1.335
C -2.882 1.006 2.027
C -0.381 -0.292 2.672
H -0.543 -3.443 -3.377
H -1.073 -4.540 -2.090
H 0.421 -3.618 -1.894
H -3.604 -3.481 -1.773
H -3.270 -2.482 -3.201
H -3.933 -1.731 -1.748
H -0.535 -2.762 0.611
H -1.984 -3.691 0.342
H -2.536 -2.121 2.119
H -3.377 -1.543 0.700
H -3.262 0.530 2.933
H -3.702 1.133 1.320
H -2.479 1.984 2.284
H -0.894 -0.706 3.543
H 0.063 0.664 2.948
H 0.419 -0.975 2.381
C -0.257 5.172 -2.397
C -0.203 3.771 -2.014
N -0.153 2.659 -1.717
H -0.992 5.689 -1.780
H -0.548 5.243 -3.446
H 0.727 5.622 -2.259
Se 3.172 -1.909 -1.264
N 2.018 -0.603 -0.743
C 2.719 0.252 0.028
C 2.211 1.422 0.655
C 3.058 2.187 1.398
C 4.441 1.853 1.565
C 4.966 0.744 0.995
C 4.107 -0.088 0.206
N 4.498 -1.195 -0.402
H 1.166 1.714 0.584
H 2.683 3.078 1.886
H 5.063 2.502 2.166
H 6.006 0.468 1.112
```

Output
Multiplicity: 5
Energy above the lowest of the compared OMol25 structures with the same formula, charge and spin, kJ/mol: 31.8
Expectation value of S²: 6.007
Total charge: +3
Electronic energy, Eh: -4403.087261
F_max, eV/A: 0.777

=====

- Number 2 is which compound?
  C14H23N3P2PmSe

=====

- Which formula does entry 1 have?
  C14H23N2PPdS

=====

- electronic energy of number 1 (C14H23N2PPdS)?
  -1523.319839 Eh